[1]
DFT (the ωB97M-V functional and the def2-TZVPD basis) results for a structure of composition C31H42BrN2O9P2Re.

Atoms and positions in Å:
Re  0.8220  -0.4011  -0.5373
C  1.6254  1.1992  -1.9006
C  0.5026  0.5606  -2.5394
C  -0.6455  0.8497  -1.6788
C  -0.1226  1.6341  -0.5846
C  1.2573  1.8849  -0.7287
C  2.1376  2.7469  0.1423
C  3.5909  2.2692  0.0958
C  1.6321  2.7708  1.5851
C  2.0461  4.1619  -0.4577
C  -2.1656  0.7712  -1.8827
C  -2.5564  2.0389  -2.6640
C  -2.6477  -0.4742  -2.6247
C  -2.9221  0.8335  -0.5477
C  0.6582  -0.0191  -3.9576
C  0.2810  -1.4973  -4.0699
C  2.1268  0.0848  -4.3975
C  -0.1615  0.8269  -4.9440
H  2.6455  1.1071  -2.2327
H  -0.7211  1.9572  0.2524
H  3.6842  1.2441  0.4537
H  4.2028  2.9111  0.7299
H  4.0023  2.3275  -0.9132
H  1.6676  1.7775  2.0327
H  0.6167  3.1652  1.6608
H  2.2718  3.4282  2.1747
H  2.4014  4.1797  -1.4892
H  2.6669  4.8434  0.1251
H  1.0214  4.5371  -0.4380
H  -2.0822  2.0889  -3.6402
H  -2.2812  2.9345  -2.1036
H  -3.6377  2.0526  -2.8071
H  -2.2773  -0.5259  -3.6435
H  -3.7367  -0.4495  -2.6794
H  -2.3696  -1.3920  -2.1003
H  -2.7541  1.7658  -0.0083
H  -2.6987  0.0003  0.1143
H  -3.9904  0.7908  -0.7614
H  1.0691  -2.1050  -3.6304
H  0.2107  -1.7705  -5.1239
H  -0.6667  -1.7421  -3.5989
H  2.7892  -0.4657  -3.7285
H  2.4620  1.1212  -4.4700
H  2.2180  -0.3540  -5.3912
H  -1.2313  0.6616  -4.8486
H  0.1196  0.5535  -5.9616
H  0.0393  1.8924  -4.8171
O  3.6931  -1.4904  2.6846
P  2.3253  -1.7162  1.9455
O  1.2618  -2.1444  2.8624
O  2.0147  -0.4395  1.1278
O  2.6266  -2.8053  0.7904
P  3.3289  -2.4950  -0.6268
O  4.6859  -1.7526  -0.1989
O  3.5463  -3.7097  -1.4009
O  2.4333  -1.3941  -1.2692
H  4.4307  -1.3181  2.0793
H  5.4540  -2.2893  -0.4388
C  0.2624  -3.5694  -1.4541
O  -0.1675  -2.3724  -0.7218
C  -1.2322  -2.6162  0.1492
C  -2.0999  -3.6884  0.0758
C  -3.0608  -3.8073  1.0773
Br  -4.2724  -5.2447  0.9885
C  -3.1279  -2.9257  2.1402
C  -2.2462  -1.8521  2.2014
C  -1.3483  -1.7040  1.1646
O  -0.5134  -0.5935  1.0723
C  -2.1856  -0.8967  3.3192
N  -3.1675  -0.1902  3.7792
C  -2.5950  0.6039  4.7709
C  -3.1915  1.5521  5.6003
C  -2.3855  2.1937  6.5173
C  -1.0140  1.9064  6.6173
C  -0.4062  0.9746  5.7992
C  -1.2247  0.3395  4.8718
N  -0.9595  -0.6146  3.8973
H  0.4134  -4.3656  -0.7286
H  1.1953  -3.3454  -1.9477
H  -0.5029  -3.8228  -2.1817
H  -2.0453  -4.4251  -0.7096
H  -3.8553  -3.0584  2.9284
H  -0.1821  -0.3317  1.9617
H  -4.2496  1.7616  5.5248
H  -2.8149  2.9308  7.1822
H  -0.4215  2.4269  7.3577
H  0.6487  0.7490  5.8813
H  -0.1508  -1.2358  3.8456

- Molar mass: 914.74 Da
- DFT total energy: -5328.273923 Ha
- Net charge: +1
- ΔE to the lowest compared entry with this formula, charge and spin: 0.0 kJ/mol
- Gap between HOMO and LUMO (spin up / spin down): 7.434 / 6.452 eV
- Spin multiplicity: 2

---

[2]
DFT (the ωB97M-V functional and the def2-TZVPD basis) results for a cluster of 2 separate species, C6H11NO in total at a distorted geometry.

Atoms and positions in Å:
C  2.2966  0.7581  -1.1404
C  1.1291  0.7035  -0.2960
C  0.6345  1.7603  0.5241
N  -0.2864  1.2305  1.4860
C  -0.5639  -0.1187  1.0094
C  0.3475  -0.4452  -0.0485
C  -1.5913  -0.9838  1.5058
H  2.1242  -0.0245  -1.9541
H  2.5643  1.7487  -1.5167
H  3.2058  0.2614  -0.6175
H  1.0744  2.7381  0.5643
H  -0.9607  1.7897  1.9352
H  0.4276  -1.4268  -0.5542
H  -1.6199  -0.8797  2.6171
H  -2.6073  -0.6936  1.0294
H  -1.6417  -2.0410  1.5099
H  -0.8574  -1.1681  -2.3129
H  -1.9687  -1.6770  -1.3757
O  -1.7065  -1.5317  -2.3653

- Molar mass: 113.16 Da
- DFT total energy: -364.881785 Ha
- Net charge: +1
- ΔE to the lowest compared entry with this formula, charge and spin: 124.4 kJ/mol
- Gap between HOMO and LUMO (spin up / spin down): 10.244 / 7.404 eV
- Spin multiplicity: 2

---

[3]
DFT (the ωB97M-V functional and the def2-TZVPD basis) results for a cluster of 6 separate species, C5H20IO5 in total at a distorted geometry.

Atoms and positions in Å:
I  1.1195  -1.1663  0.8391
C  -1.5898  -1.8284  6.0261
O  -0.3987  -1.0617  6.0373
H  -1.8118  -2.1683  7.0376
H  -2.4674  -1.3887  5.5522
H  -1.3882  -2.6859  5.3842
H  -0.1141  -1.0165  5.1215
C  6.8085  -1.2678  -1.7902
O  6.0819  -2.2114  -1.0393
H  6.1118  -0.4652  -2.0322
H  7.5402  -0.8037  -1.1288
H  7.3615  -1.5112  -2.6974
H  5.4060  -1.6892  -0.6012
C  -2.4295  3.4771  3.2691
O  -1.2731  3.3864  2.4418
H  -2.2412  3.6549  4.3279
H  -2.9557  4.3559  2.8963
H  -3.1207  2.6355  3.2234
H  -0.9462  2.4860  2.3789
C  -4.0080  0.7844  -2.0610
O  -3.5810  -0.5428  -2.1036
H  -4.5013  1.1461  -2.9632
H  -4.7602  0.8110  -1.2726
H  -3.1954  1.4654  -1.8082
H  -2.9185  -0.6207  -1.4132
C  0.4542  -0.5894  -5.9322
O  1.3534  -0.8505  -4.9058
H  -0.5754  -0.8586  -5.6966
H  0.3383  0.4487  -6.2437
H  0.7032  -1.1582  -6.8280
H  0.9978  -0.7669  -4.0181

- Molar mass: 287.11 Da
- DFT total energy: -876.368546 Ha
- Net charge: -1
- ΔE to the lowest compared entry with this formula, charge and spin: 196.6 kJ/mol
- Gap between HOMO and LUMO: 6.685 eV

---

[4]
DFT (the ωB97M-V functional and the def2-TZVPD basis) results for a structure of composition C36H41BrCoN8O4S2 at a distorted geometry.

Atoms and positions in Å:
Co  0.6431  0.3242  0.0611
Br  -0.4197  3.0493  2.6965
C  -1.7031  2.3771  1.4617
C  -2.8634  3.1097  1.2910
C  -3.8296  2.5892  0.4412
C  -3.5980  1.3561  -0.1452
C  -2.3954  0.7082  0.0969
N  -1.4375  1.2293  0.8711
C  -2.0405  -0.6150  -0.5671
O  -2.9559  -1.2923  -1.0321
O  -0.8066  -0.8683  -0.6236
H  -3.0065  4.0376  1.8225
H  -4.7421  3.1330  0.2537
H  -4.3381  0.8802  -0.7648
C  3.1683  -2.2420  -3.4250
C  3.0422  -1.2702  -2.2616
C  3.9177  -1.5633  -1.0789
C  4.8898  -2.5486  -1.0813
C  5.6670  -2.7821  0.0400
C  5.4602  -2.0389  1.1839
C  4.4988  -1.0377  1.2255
C  4.3188  -0.2485  2.4946
C  5.4789  0.7208  2.7297
C  3.7372  -0.7898  0.0806
N  2.7912  0.2506  0.0392
C  3.2369  1.4616  -0.0309
C  2.3518  2.5447  -0.1734
C  2.5743  3.9158  -0.3523
C  1.3282  4.4813  -0.5762
C  0.4030  3.4417  -0.5242
N  1.0071  2.2777  -0.2609
H  2.4619  -1.9669  -4.2047
H  2.9483  -3.2561  -3.0992
H  4.1692  -2.2163  -3.8519
H  2.0058  -1.2655  -1.9005
H  3.2426  -0.2530  -2.6152
H  5.0425  -3.1514  -1.9619
H  6.4305  -3.5471  0.0203
H  6.0527  -2.2338  2.0664
H  4.2770  -0.9444  3.3365
H  3.3763  0.2995  2.4593
H  6.4252  0.1835  2.7409
H  5.3618  1.2382  3.6806
H  5.5229  1.4684  1.9421
H  4.3118  1.6551  -0.0392
H  3.5244  4.4152  -0.3194
H  1.1018  5.5169  -0.7392
H  -0.6619  3.5078  -0.6918
N  -0.5810  0.6199  5.3675
C  0.6024  0.3982  4.5374
C  0.1255  -0.0898  3.1668
O  -1.1312  -0.5193  3.1919
O  0.8236  -0.0950  2.1812
H  -0.3872  0.5093  6.3559
H  -1.4581  -0.3178  4.1112
H  -0.9222  1.5690  5.2346
H  1.2324  -0.3827  4.9735
H  1.2218  1.2857  4.3859
C  -2.4444  -3.4842  3.5540
C  -1.9236  -3.6640  2.1675
C  -2.6497  -4.1647  1.1259
C  -2.0133  -4.2683  -0.1429
N  -0.7713  -3.9199  -0.3265
C  -0.0559  -3.4080  0.6798
S  1.5219  -2.9426  0.5402
N  -0.6444  -3.3062  1.9333
C  -2.7691  -4.8023  -1.3082
H  -3.3639  -4.0433  3.6980
H  -2.6533  -2.4290  3.7229
H  -1.7077  -3.8113  4.2861
H  -3.6750  -4.4681  1.2561
H  -0.0718  -2.9050  2.6655
H  -3.3388  -5.6857  -1.0227
H  -2.0872  -5.0331  -2.1203
H  -3.4677  -4.0348  -1.6403
N  -1.6692  -0.3272  -3.4334
C  -1.0622  0.8439  -3.1653
S  0.5989  0.9211  -3.0329
N  -1.7142  2.0347  -3.0995
C  -2.9980  2.4870  -3.3962
C  -4.1489  1.7037  -3.4347
C  -5.3737  2.2867  -3.7171
C  -5.4771  3.6397  -3.9862
C  -4.3348  4.4245  -3.9588
C  -3.1153  3.8574  -3.6516
H  -1.0354  -1.1139  -3.3678
H  -2.5918  -0.5369  -3.0735
H  -1.0425  2.7902  -2.9896
H  -4.1107  0.6452  -3.2405
H  -6.2591  1.6679  -3.7279
H  -6.4365  4.0771  -4.2181
H  -4.3878  5.4803  -4.1817
H  -2.2277  4.4734  -3.6180

- Molar mass: 852.75 Da
- DFT total energy: -6888.742834 Ha
- ΔE to the lowest compared entry with this formula, charge and spin: 22.5 kJ/mol
- Gap between HOMO and LUMO (spin up / spin down): 7.281 / 7.270 eV
- Spin multiplicity: 4